[1]
The following is a quantum chemistry calculation of a cluster of 14 separate species, C4H34NO15 in total at a distorted geometry, from the OMol25 dataset.

Calculated values
- molecular weight (Da) = 336.31
- E_HOMO (alpha / beta) (eV) = -11.01 / -10.78
- total energy (Eh) = -1356.00943
- spin multiplicity = 2
- energy relative to the best compared isomer or geometry (same formula, charge and spin) (kJ/mol) = 11.5
- gap between HOMO and LUMO (alpha / beta) (eV) = 10.938 / 5.672
- strongest force on any atom (eV/Å) = 6.19

Each atom is followed by the atoms it is bonded to, with distances in Å.
Atoms and positions in Å:
1 C -0.63 1.14 0.37  N2 1.531, H8 1.108, H9 1.178, H10 1.049
2 N -0.08 -0.26 0.11  C1 1.531, C3 1.424, C4 1.477
3 C 0.95 -0.64 1.03  N2 1.424, H11 1.102, H12 1.096, H13 1.114
4 C -1.26 -1.15 0.08  N2 1.477, C5 1.528, H14 1.109, H15 1.178
5 C -1.83 -0.94 -1.32  C4 1.528, O6 1.314, O7 1.279
6 O -1.35 -1.51 -2.40  C5 1.314
7 O -2.85 -0.18 -1.27  C5 1.279
8 H -1.52 1.28 1.02  C1 1.108
9 H -1.03 1.49 -0.68  C1 1.178
10 H 0.03 1.91 0.64  C1 1.049
11 H 0.74 -0.95 2.07  C3 1.102
12 H 1.50 0.31 1.03  C3 1.096
13 H 1.75 -1.28 0.61  C3 1.114
14 H -0.83 -2.15 0.29  C4 1.109
15 H -2.07 -0.92 0.90  C4 1.178
16 H -4.57 -0.83 1.10  O18 0.968
17 H -4.11 -0.55 -0.45  O18 1.049
18 O -4.88 -0.87 0.18  H16 0.968, H17 1.049
19 H -0.92 -4.47 -0.26  O21 0.893
20 H -1.49 -3.84 -1.59  O21 1.020
21 O -0.68 -4.09 -1.03  H19 0.893, H20 1.020
22 H 0.28 -1.98 -2.38  O24 1.001
23 H 0.81 -3.38 -2.09  O24 1.035
24 O 1.17 -2.45 -2.39  H22 1.001, H23 1.035
25 H 0.93 2.88 -1.69  O27 0.918
26 H -0.19 3.74 -1.92  O27 0.916
27 O 0.71 3.77 -1.77  H25 0.918, H26 0.916
28 H 1.33 3.04 3.96  O30 0.976
29 H 1.31 3.19 2.36  O30 0.967
30 O 0.81 2.91 3.14  H28 0.976, H29 0.967
31 H 1.93 0.50 -1.27  O33 0.975
32 H 2.07 1.46 -2.56  O33 0.999
33 O 1.95 1.43 -1.57  H31 0.975, H32 0.999
34 H -4.19 -2.46 -0.25  O36 1.008
35 H -3.69 -2.51 -1.69  O36 0.993
36 O -3.84 -3.12 -0.92  H34 1.008, H35 0.993
37 H -1.44 -0.61 2.60  O39 0.945
38 H -1.80 -0.59 4.13  O39 0.988
39 O -2.07 -0.91 3.23  H37 0.945, H38 0.988
40 H 1.08 -0.22 -2.96  O42 1.010
41 H 1.45 -0.84 -4.40  O42 0.989
42 O 1.64 -0.08 -3.79  H40 1.010, H41 0.989
43 H 2.85 3.40 0.74  O45 1.019
44 H 1.46 4.06 0.33  O45 0.952
45 O 2.02 3.88 1.08  H43 1.019, H44 0.952
46 H 3.71 0.94 1.03  O48 0.968
47 H 3.36 1.64 -0.26  O48 0.979
48 O 3.84 1.79 0.58  H46 0.968, H47 0.979
49 H -1.41 1.68 3.90  O51 0.887
50 H -0.06 1.25 4.21  O51 0.985
51 O -1.01 1.10 4.44  H49 0.887, H50 0.985
52 H 2.63 -1.83 -1.71  O54 0.969
53 H 4.17 -1.80 -1.34  O54 0.981
54 O 3.31 -1.36 -1.20  H52 0.969, H53 0.981

These are the Löwdin partial charges, in e, on atoms 1 to 5: 0.01 -0.05 -0.04 -0.07 -0.53


[2]
The following is a quantum chemistry calculation of a cluster of 14 separate species, C4H35N2O15 in total at a distorted geometry, from the OMol25 dataset.

Calculated values
- total charge = -1
- molecular weight (Da) = 351.32
- E_HOMO (eV) = -6.14
- total energy (Eh) = -1411.65701
- energy relative to the best compared isomer or geometry (same formula, charge and spin) (kJ/mol) = 28.1
- gap between HOMO and LUMO (eV) = 8.787
- strongest force on any atom (eV/Å) = 2.16

Each atom is followed by the atoms it is bonded to, with distances in Å.
Atoms and positions in Å:
1 O 1.71 1.50 -2.15  C2 1.250
2 C 0.69 0.93 -1.71  O1 1.250, O3 1.258, C4 1.600
3 O -0.50 1.30 -1.92  C2 1.258
4 C 0.81 -0.29 -0.68  C2 1.600, C5 1.550, N8 1.439, H9 1.100
5 C 0.75 -1.59 -1.52  C4 1.550, C6 1.507, H10 1.082, H11 1.087
6 C 0.93 -2.87 -0.75  C5 1.507, N7 1.479, H12 1.088, H13 1.111
7 N 2.33 -3.04 -0.32  C6 1.479, H14 1.009, H15 1.008
8 N -0.26 -0.29 0.28  C4 1.439, H16 1.020, H17 1.008
9 H 1.77 -0.12 -0.17  C4 1.100
10 H 1.54 -1.42 -2.24  C5 1.082
11 H -0.24 -1.56 -1.97  C5 1.087
12 H 0.39 -2.92 0.19  C6 1.088
13 H 0.63 -3.79 -1.29  C6 1.111
14 H 2.72 -2.21 0.11  N7 1.009
15 H 2.93 -3.37 -1.06  N7 1.008
16 H -1.17 -0.12 -0.14  N8 1.020
17 H -0.12 0.45 0.95  N8 1.008
18 H 4.50 1.71 -0.82  O20 0.971
19 H 3.27 0.87 -1.33  O20 0.979
20 O 4.08 0.83 -0.79  H18 0.971, H19 0.979
21 H -2.14 2.51 -1.30  O23 0.967
22 H -2.74 1.73 -2.41  O23 0.973
23 O -3.01 2.30 -1.67  H21 0.967, H22 0.973
24 H -3.02 -2.73 0.76  O26 0.995
25 H -2.10 -3.82 0.21  O26 0.973
26 O -3.04 -3.62 0.33  H24 0.995, H25 0.973
27 H 4.25 0.02 0.74  O29 0.980
28 H 3.57 0.41 2.03  O29 0.974
29 O 4.37 -0.04 1.71  H27 0.980, H28 0.974
30 H 1.44 1.38 3.31  O32 0.972
31 H 0.69 0.14 3.94  O32 0.961
32 O 0.63 1.07 3.74  H30 0.972, H31 0.961
33 H -3.06 -0.75 1.70  O35 0.961
34 H -4.44 -1.02 1.30  O35 0.961
35 O -3.69 -1.47 1.70  H33 0.961, H34 0.961
36 H 1.55 3.70 -1.04  O38 0.965
37 H 0.77 2.91 -0.04  O38 0.976
38 O 1.42 3.63 -0.08  H36 0.965, H37 0.976
39 H 1.06 -1.08 2.41  O41 0.962
40 H 2.14 -2.15 2.02  O41 0.963
41 O 1.67 -1.74 2.75  H39 0.962, H40 0.963
42 H -3.95 -0.23 -0.59  O44 0.971
43 H -3.63 1.22 -0.55  O44 1.008
44 O -3.71 0.43 0.07  H42 0.971, H43 1.008
45 H -1.39 0.24 -3.09  O47 0.977
46 H -2.55 -0.36 -2.31  O47 0.967
47 O -2.28 -0.14 -3.21  H45 0.977, H46 0.967
48 H -3.21 -2.19 -2.31  O50 0.972
49 H -2.99 -2.61 -0.80  O50 0.970
50 O -3.37 -1.94 -1.38  H48 0.972, H49 0.970
51 H 2.33 2.36 0.99  O53 0.976
52 H 2.77 2.82 2.41  O53 0.963
53 O 2.54 2.04 1.89  H51 0.976, H52 0.963
54 H -0.39 1.75 2.35  O56 0.983
55 H -1.84 1.82 1.92  O56 0.966
56 O -1.06 2.38 2.01  H54 0.983, H55 0.966

These are the Löwdin partial charges, in e, on atoms 1 to 5: -0.03 -0.62 -0.07 -0.30 -0.14


[3]
The following is a quantum chemistry calculation of a cluster of 14 separate species, C4H35N2O15 in total at a distorted geometry, from the OMol25 dataset.

Calculated values
- total charge = -1
- molecular weight (Da) = 351.32
- E_HOMO (eV) = -6.87
- total energy (Eh) = -1411.45306
- energy relative to the best compared isomer or geometry (same formula, charge and spin) (kJ/mol) = 563.6
- gap between HOMO and LUMO (eV) = 9.344
- strongest force on any atom (eV/Å) = 7.99

Each atom is followed by the atoms it is bonded to, with distances in Å.
Atoms and positions in Å:
1 C 1.75 0.06 1.67  N2 1.450, C5 1.555, H9 1.054, H10 1.142
2 N 2.62 -0.45 0.63  C1 1.450, C3 1.434, H11 1.123
3 C 3.47 0.51 -0.01  N2 1.434, O4 1.555, H12 1.055, H13 1.098
4 O 3.01 0.36 -1.49  C3 1.555, H18 1.063
5 C 1.18 -1.12 2.51  C1 1.555, N6 1.421, H14 1.135, H15 1.154
6 N 0.18 -1.97 1.96  C5 1.421, C7 1.370, H16 1.028
7 C -1.14 -1.70 2.21  N6 1.370, O8 1.206, H17 1.166
8 O -2.04 -2.39 1.81  C7 1.206
9 H 2.23 0.68 2.38  C1 1.054
10 H 0.86 0.65 1.27  C1 1.142
11 H 1.88 -1.05 0.05  N2 1.123
12 H 4.46 0.16 -0.01  C3 1.055
13 H 3.33 1.54 0.35  C3 1.098
14 H 0.88 -0.73 3.54  C5 1.135
15 H 1.88 -2.03 2.56  C5 1.154
16 H 0.57 -2.49 1.16  N6 1.028
17 H -1.21 -0.63 2.64  C7 1.166
18 H 3.35 1.29 -1.89  O4 1.063
19 H 0.68 0.92 -4.18  O20 0.995
20 O 0.01 0.32 -3.75  H19 0.995, H24 1.089
21 H -3.77 1.41 1.19  O23 0.950
22 H -4.42 0.42 0.24  O23 0.954
23 O -4.60 1.19 0.77  H21 0.950, H22 0.954
24 H -0.39 0.87 -2.89  O20 1.089
25 H -0.11 0.92 -1.15  O26 0.924
26 O -0.94 1.14 -1.49  H25 0.924
27 H 2.73 -2.82 0.60  O29 1.005
28 H 1.91 -4.34 0.41  O29 0.989
29 O 2.54 -3.76 0.90  H27 1.005, H28 0.989
30 H -2.38 1.45 -2.63  O32 0.965
31 H -1.79 1.34 -4.05  O32 1.019
32 O -2.53 1.79 -3.52  H30 0.965, H31 1.019
33 H 0.71 3.22 1.44  O35 0.996
34 H 1.95 3.53 0.42  O35 0.963
35 O 1.67 3.44 1.34  H33 0.996, H34 0.963
36 H -2.00 -0.95 0.53  O38 0.909
37 H -1.90 0.20 -0.49  O38 0.948
38 O -2.18 -0.07 0.37  H36 0.909, H37 0.948
39 H 0.16 -3.90 -0.63  O41 0.963
40 H 1.18 -4.38 -1.45  O41 0.975
41 O 0.78 -4.63 -0.59  H39 0.963, H40 0.975
42 H -1.02 1.05 2.38  O44 0.964
43 H -0.84 2.49 2.51  O44 0.934
44 O -1.08 1.75 3.04  H42 0.964, H43 0.934
45 H -0.09 -0.79 -2.46  O47 1.014
46 H -1.27 -1.41 -1.76  O47 0.999
47 O -0.31 -1.63 -1.93  H45 1.014, H46 0.999
48 H 0.71 3.62 -2.13  O50 0.918
49 H 0.13 2.65 -1.28  O50 0.954
50 O 0.89 3.24 -1.32  H48 0.918, H49 0.954
51 H -1.24 2.44 0.03  O53 1.016
52 H -1.80 3.93 0.07  O53 0.871
53 O -1.43 3.30 0.54  H51 1.016, H52 0.871
54 H -1.70 -2.66 -0.26  O56 0.934
55 H -2.89 -3.24 0.22  O56 0.876
56 O -2.61 -2.72 -0.42  H54 0.934, H55 0.876

These are the Löwdin partial charges, in e, on atoms 1 to 5: -0.22 -0.08 -0.20 -0.15 -0.21